Run a
ORCA calculation (ωB97M-V/def2-TZVPD) on a single C2H2FOP molecule.

XYZ file:
```
7
Properties=species:S:1:pos:R:3:lowdin_charge:R:1
H -0.82298 1.38889 0.37508 -0.189
P 0.43402 1.40176 -0.05299 0.852
C 0.94096 -0.15967 0.27892 -0.355
C 2.71728 -0.22890 0.03600 -0.489
O 3.48633 -1.09442 -0.09957 0.155
F 3.09558 1.05591 -0.00198 0.002
H 0.27394 -0.93282 0.68811 0.024
```

## Properties
- LUMO energy: -0.68 eV
- SMILES: [H]/P=C/C(=O)F
- Frontier orbital gap: 9.711 eV
- Multiplicity: 1

---

Run b
ORCA calculation (ωB97M-V/def2-TZVPD) on 2 unconnected molecules or ions with the total composition C2H2FOP.

XYZ file:
```
7
Properties=species:S:1:pos:R:3:lowdin_charge:R:1
C -0.22426 -0.03751 0.15232 -0.445
C 1.18308 -0.38148 0.12100 -0.631
O 1.73388 -1.37650 0.01100 0.191
F 1.81876 0.82734 0.35115 0.034
P -1.36228 0.40988 1.16228 0.855
H -0.89148 -0.32031 -2.07584 0.156
H -2.25771 0.87858 0.27808 -0.160
```

## Properties
- LUMO energy (alpha / beta): -1.04 / -2.00 eV
- Frontier orbital gap (alpha / beta): 8.611 / 8.512 eV
- Multiplicity: 1

---

Run c
ORCA calculation (ωB97M-V/def2-TZVPD) on a single C2H2FOP molecule.

XYZ file:
```
7
Properties=species:S:1:pos:R:3:lowdin_charge:R:1
H 2.26669 0.94061 0.00044 -0.138
P 0.91162 1.33863 0.01666 0.922
C 0.29781 -0.24213 0.04003 -0.416
C -1.11809 -0.43106 0.00727 -0.595
O -1.81817 -1.38299 0.05296 0.158
F -1.70437 0.82888 -0.09249 -0.034
H 1.16450 -1.05194 -0.02487 0.103
```

## Properties
- LUMO energy (alpha / beta): -1.44 / -1.44 eV
- SMILES: [H]/P=C/C(=O)F
- Frontier orbital gap (alpha / beta): 9.327 / 9.327 eV
- Multiplicity: 1

---

run c comes first in stability; the runner-up is 21.6 kcal/mol higher.